Entry 1:
C20H32N2O5S | the ωB97M-V functional and the def2-TZVPD basis

Results
HOMO level   -0.329 hartree
Frontier orbital gap   9.5 eV

Each line ends with the natural charge from an NBO analysis.
Cartesian coordinates (Å):
C 2.8271 4.6580 -0.8633  -0.25
H 3.7259 4.5955 -1.4876  0.17
H 2.4108 5.6614 -0.9156  0.20
O 1.8234 3.7887 -1.3473  -0.55
C 2.1689 2.4335 -1.2841  0.38
O 2.3149 1.9600 0.0223  -0.55
C 1.1771 2.1051 0.8621  -0.29
H 0.7680 3.1156 0.7863  0.18
H 0.3992 1.3784 0.6144  0.21
H 1.5372 1.9296 1.8739  0.19
C 1.1100 1.6766 -2.1159  -0.26
N 1.3785 0.2579 -2.1683  -0.45
C 0.6120 -0.5677 -1.4028  0.72
O -0.3690 -0.1329 -0.8234  -0.66
C 1.0523 -2.0206 -1.3066  -0.31
H 1.4998 -2.3206 -2.2579  0.22
C 2.1105 -2.1644 -0.2005  -0.39
C 1.5061 -1.9608 1.1845  -0.41
C 0.3815 -2.9604 1.4496  -0.22
C -0.6944 -2.8013 0.3801  -0.42
C -0.1228 -2.9649 -1.0249  -0.38
H -0.9124 -2.7839 -1.7570  0.21
H 0.2315 -3.9914 -1.1560  0.20
H -1.4830 -3.5402 0.5363  0.20
H -1.1313 -1.8092 0.4700  0.24
C -0.2157 -2.7573 2.8517  -0.22
N -0.6210 -1.3898 3.0816  -0.89
S -2.2111 -0.9980 3.3968  2.32
O -2.9806 -2.2047 3.5172  -0.94
O -2.2000 -0.0628 4.4885  -0.94
C -2.6743 -0.1347 1.9082  -0.34
C -3.4270 -0.7724 0.9429  -0.18
C -3.6997 -0.1164 -0.2433  -0.21
C -3.2218 1.1705 -0.4683  0.01
C -2.4863 1.8005 0.5286  -0.16
C -2.2077 1.1492 1.7166  -0.19
H -1.6380 1.6207 2.5016  0.23
H -2.1191 2.8036 0.3673  0.20
C -3.4726 1.8498 -1.7787  -0.63
H -4.4748 1.6355 -2.1432  0.22
H -2.7604 1.4803 -2.5167  0.23
H -3.3473 2.9261 -1.6935  0.22
H -4.2783 -0.6106 -1.0101  0.21
H -3.7830 -1.7717 1.1373  0.24
H 0.0139 -0.8201 3.6112  0.41
H 0.5078 -3.0719 3.6116  0.19
H -1.1156 -3.3687 2.9597  0.23
H 0.7870 -3.9788 1.4079  0.19
H 1.0980 -0.9530 1.2559  0.22
H 2.2887 -2.0683 1.9396  0.20
H 2.9140 -1.4404 -0.3500  0.21
H 2.5422 -3.1669 -0.2653  0.20
C 2.5167 -0.1556 -2.9572  -0.41
H 3.3549 -0.4792 -2.3365  0.20
H 2.8436 0.6887 -3.5608  0.21
H 2.2465 -0.9668 -3.6357  0.20
H 1.1017 2.1050 -3.1212  0.20
H 0.1296 1.8202 -1.6595  0.25
H 3.1719 2.2767 -1.7222  0.15
H 3.0958 4.4195 0.1695  0.18

Forces on the atoms, in the same order (eV/Å):
C 0.1 0.0 0.1
H 0.0 0.0 0.0
H 0.1 0.0 0.0
O -0.2 -0.2 -0.1
C 0.1 -0.2 -0.4
O 0.1 0.0 -0.1
C -0.1 0.0 0.0
H 0.0 0.0 0.1
H 0.1 0.1 0.0
H -0.1 0.0 0.0
C 0.0 0.5 0.4
N 0.0 0.4 0.0
C 0.2 -0.2 -0.3
O -0.3 -0.1 0.2
C -0.1 -0.2 0.0
H 0.0 0.1 0.1
C 0.0 0.2 0.0
C 0.0 -0.3 -0.1
C -0.2 0.3 0.2
C 0.1 -0.2 0.0
C -0.1 0.3 0.0
H 0.0 -0.1 -0.1
H 0.0 0.0 -0.1
H -0.1 0.0 0.0
H 0.0 -0.1 0.0
C 0.1 -0.6 -0.5
N -0.8 0.3 0.3
S 0.4 0.2 0.1
O 0.1 0.1 -0.4
O 0.2 0.1 -0.3
C 0.0 -0.3 0.5
C -0.1 -0.1 0.0
C 0.1 0.1 0.1
C -0.1 0.0 0.1
C 0.0 -0.1 0.1
C 0.0 0.2 0.0
H 0.1 0.2 0.1
H 0.0 0.1 0.0
C 0.0 0.0 0.0
H -0.1 0.0 -0.1
H 0.0 0.0 -0.1
H 0.0 0.1 0.0
H -0.1 -0.1 -0.1
H -0.1 -0.1 -0.1
H 0.0 0.2 0.2
H -0.1 0.1 0.0
H 0.2 -0.2 0.0
H 0.0 0.0 0.0
H 0.0 0.1 0.1
H 0.0 0.1 0.1
H 0.1 0.0 0.0
H 0.1 0.0 0.0
C 0.1 -0.3 0.0
H 0.1 0.0 -0.1
H 0.0 0.0 0.0
H 0.1 0.1 0.0
H 0.0 0.0 0.0
H 0.1 0.0 -0.1
H -0.2 0.1 0.1
H 0.0 0.0 0.0



Entry 2:
C36H31AsN2PtS2 | the ωB97M-V functional and the def2-TZVPD basis

Results
Net charge   +2
HOMO level   -0.536 hartree
Frontier orbital gap   6.8 eV

Each line ends with the Löwdin charge.
Cartesian coordinates (Å):
Pt -0.7702 0.9372 0.1485  0.69
C -4.2341 1.9983 2.8208  -0.06
C -4.3684 1.4546 1.4026  -0.38
C -5.7192 1.8425 0.7876  -0.04
C -3.2571 1.9053 0.4783  -0.24
C -2.4843 3.0533 0.7091  0.00
C -1.5163 3.5304 -0.1958  -0.02
C -1.2297 2.8351 -1.3608  -0.31
C -0.2467 3.3109 -2.3913  -0.01
C -1.9309 1.6092 -1.5660  -0.20
C -2.9706 1.1926 -0.6836  -0.08
H -4.9798 1.5320 3.4623  0.10
H -4.4121 3.0747 2.8590  0.09
H -3.2508 1.7960 3.2529  0.08
H -4.3159 0.3620 1.4467  0.14
H -5.8058 2.9272 0.7012  0.10
H -6.5320 1.4901 1.4212  0.10
H -5.8536 1.4111 -0.2050  0.08
H -2.6527 3.6226 1.6148  0.13
H -0.9855 4.4462 0.0297  0.14
H -0.7616 3.5194 -3.3306  0.11
H 0.5218 2.5645 -2.5875  0.07
H 0.2468 4.2250 -2.0676  0.10
H -1.8533 1.1122 -2.5227  0.11
H -3.5285 0.2934 -0.9188  0.14
S 0.2435 -1.0536 3.4327  0.81
C 1.8610 -0.3634 3.4506  -0.62
C 3.0820 -0.7442 3.9569  0.02
C 4.1586 0.1207 3.7198  -0.16
C 5.4643 -0.2709 4.1817  -0.15
N 6.4980 -0.6148 4.5409  0.23
C 3.9900 1.3255 3.0263  -0.16
C 2.7300 1.7087 2.5482  0.01
C 1.7087 0.8263 2.7654  -0.61
S -0.0240 0.8388 2.4104  0.66
C 5.1125 2.1761 2.7415  -0.16
N 5.9912 2.8569 2.4580  0.22
H 3.2457 -1.6593 4.5095  0.14
H 2.6127 2.6431 2.0169  0.14
C -0.6017 -4.7256 1.5223  -0.04
C -1.5492 -3.7103 1.4709  -0.07
C -1.2829 -2.5551 0.7529  -0.16
C -0.0677 -2.4273 0.0848  -0.42
C 0.8811 -3.4447 0.1246  -0.08
C 0.6074 -4.5950 0.8532  -0.04
As 0.2577 -0.8766 -0.9788  1.28
C -0.4412 -1.1974 -2.7275  -0.36
C -1.1411 -2.3833 -2.9326  -0.07
C -1.6243 -2.6792 -4.2018  -0.04
C -1.4140 -1.7989 -5.2508  -0.04
C -0.7218 -0.6103 -5.0409  -0.04
C -0.2381 -0.3040 -3.7808  -0.14
C 2.1491 -0.6038 -1.0598  -0.36
C 2.8844 -0.7440 0.1139  -0.11
C 4.2595 -0.5723 0.0839  -0.04
C 4.8951 -0.2465 -1.1080  -0.03
C 4.1610 -0.1156 -2.2767  -0.04
C 2.7856 -0.3020 -2.2609  -0.08
H -0.8111 -5.6276 2.0817  0.12
H -2.4929 -3.8220 1.9880  0.12
H -2.0213 -1.7609 0.7099  0.09
H 1.8225 -3.3498 -0.4023  0.12
H 1.3370 -5.3925 0.8901  0.12
H -1.3013 -3.0826 -2.1224  0.10
H -2.1622 -3.6028 -4.3662  0.12
H -1.7882 -2.0357 -6.2375  0.12
H -0.5577 0.0752 -5.8613  0.12
H 0.2924 0.6287 -3.6316  0.09
H 2.3965 -1.0239 1.0373  0.09
H 4.8410 -0.7107 0.9843  0.11
H 5.9683 -0.1124 -1.1262  0.12
H 4.6597 0.1151 -3.2081  0.12
H 2.2343 -0.2418 -3.1872  0.09

Forces on the atoms, in the same order (eV/Å):
Pt -0.3 0.5 1.0
C 0.0 0.0 0.0
C 0.0 0.0 0.0
C 0.0 0.0 0.0
C -0.1 0.0 0.2
C 0.2 0.0 0.1
C 0.2 0.0 0.2
C 0.2 -0.1 -0.4
C -0.1 0.2 0.1
C -0.5 0.0 -0.3
C 0.1 -0.3 -0.3
H 0.0 0.0 0.0
H 0.0 0.0 0.0
H 0.0 0.0 0.0
H 0.0 0.0 0.0
H 0.0 0.0 0.0
H 0.0 0.0 0.0
H 0.0 0.0 0.0
H 0.0 0.0 0.0
H 0.0 0.0 0.0
H 0.0 0.0 0.0
H 0.0 0.0 0.0
H 0.0 0.0 0.0
H 0.2 -0.1 0.1
H 0.0 0.0 -0.1
S -0.3 0.3 -0.4
C 0.1 -0.1 0.2
C 0.2 0.0 0.1
C 0.0 -0.2 0.1
C -0.2 0.1 -0.1
N 0.1 0.0 0.0
C -0.1 0.3 -0.1
C 0.3 0.1 0.0
C 0.1 0.3 -0.1
S -0.1 -0.7 -0.3
C -0.1 -0.1 0.0
N 0.1 0.1 0.0
H -0.1 0.0 0.0
H 0.0 0.0 0.0
C 0.0 0.0 0.0
C 0.0 0.0 0.0
C 0.0 -0.1 0.0
C 0.0 0.0 -0.1
C 0.0 0.0 0.1
C 0.0 0.0 0.0
As 0.3 0.1 0.5
C -0.1 -0.1 0.0
C 0.0 0.0 -0.1
C 0.0 0.0 0.0
C 0.0 0.0 0.0
C 0.0 0.0 0.0
C 0.0 0.0 0.0
C 0.0 -0.1 -0.2
C 0.1 0.0 0.0
C 0.0 0.0 0.0
C 0.0 0.0 0.1
C -0.1 0.0 0.0
C 0.1 0.0 0.0
H 0.0 0.0 0.0
H 0.0 0.0 0.0
H 0.0 0.0 0.0
H 0.0 0.0 0.0
H 0.0 0.0 0.0
H 0.0 0.0 0.0
H 0.0 0.0 0.0
H 0.0 0.0 0.0
H 0.0 0.0 0.0
H 0.0 0.0 0.0
H 0.0 0.0 0.0
H 0.0 0.0 0.0
H 0.0 0.0 0.0
H 0.0 0.0 0.0
H 0.0 0.0 0.0



Entry 3:
C31H40N4OPtS3 | the ωB97M-V functional and the def2-TZVPD basis

Results
HOMO level   -0.283 hartree
Frontier orbital gap   7.0 eV

Each line ends with the Löwdin charge.
Cartesian coordinates (Å):
Pt -0.5837 0.6414 -0.3323  0.87
C 0.6925 3.0612 0.6705  -0.04
C -0.3397 3.4001 1.7357  -0.35
C -1.7767 3.4101 1.2057  -0.06
C -0.1080 2.5038 2.9346  -0.14
C 0.3602 3.0854 4.1058  -0.03
C 0.6685 2.3206 5.2193  -0.07
C 0.5734 0.9454 5.1366  -0.04
C 0.1144 0.3143 3.9824  -0.13
C 0.1785 -1.2073 3.9267  -0.38
C 1.6211 -1.6854 4.1334  -0.06
C -0.7464 -1.8625 4.9574  -0.06
C -0.2967 1.1103 2.8975  -0.14
N -0.8891 0.4746 1.7635  -0.05
C -1.8712 -0.3532 1.9575  -0.10
C -2.2982 -1.1776 0.9243  -0.32
C -3.1830 -2.2522 0.8970  -0.01
C -3.0114 -2.8542 -0.3405  -0.04
C -2.0208 -2.1353 -1.0454  -0.22
N -1.6063 -1.1147 -0.2714  -0.03
C -1.5153 -2.5429 -2.4175  -0.53
C -0.3613 -1.6826 -2.9325  -0.10
C -2.6889 -2.4531 -3.4061  -0.04
C -1.0307 -3.9976 -2.3202  -0.05
H 0.6686 3.7565 -0.1666  0.06
H 0.5101 2.0339 0.2906  -0.03
H 1.7024 3.0143 1.0772  0.11
H -0.1250 4.4209 2.0610  0.14
H -2.0120 2.5040 0.6448  0.03
H -1.9243 4.2688 0.5450  0.07
H -2.4909 3.4929 2.0282  0.10
H 0.4838 4.1617 4.1403  0.11
H 1.0051 2.7926 6.1336  0.11
H 0.8764 0.3401 5.9835  0.11
H -0.1233 -1.5446 2.9363  0.12
H 1.9905 -1.4156 5.1245  0.08
H 2.2889 -1.2421 3.3928  0.07
H 1.6746 -2.7724 4.0399  0.08
H -0.4181 -1.6304 5.9735  0.08
H -0.7386 -2.9478 4.8384  0.08
H -1.7772 -1.5172 4.8555  0.07
H -2.3481 -0.4227 2.9329  0.14
H -3.8374 -2.5602 1.6993  0.11
H -3.5209 -3.7331 -0.7037  0.11
H -0.7267 -0.7777 -3.4107  0.00
H 0.2164 -2.2463 -3.6680  0.09
H 0.3093 -1.3904 -2.1206  0.04
H -3.0868 -1.4365 -3.4258  0.09
H -3.4976 -3.1298 -3.1236  0.08
H -2.3549 -2.7135 -4.4141  0.09
H -0.2166 -4.0857 -1.5962  0.09
H -0.6660 -4.3330 -3.2935  0.08
H -1.8328 -4.6676 -2.0067  0.08
S -2.5099 6.8686 -1.8149  0.58
C -2.2885 5.2486 -2.0268  -1.13
S -0.7618 4.5166 -2.4197  0.98
C -1.4567 2.9153 -2.2572  -1.08
N -2.7089 2.9400 -1.9851  0.03
N -3.1767 4.2257 -1.8712  -0.15
C -4.5564 4.3636 -1.5143  -0.22
C -5.3710 5.2691 -2.1710  -0.04
C -6.6989 5.3831 -1.7873  -0.07
C -7.2058 4.5968 -0.7617  -0.09
C -6.3845 3.6739 -0.1295  -0.08
C -5.0567 3.5522 -0.5065  -0.02
S -0.4889 1.4893 -2.5089  0.55
H -4.9743 5.8804 -2.9700  0.10
H -7.3398 6.0903 -2.2983  0.11
H -8.2402 4.7022 -0.4601  0.10
H -6.7759 3.0495 0.6636  0.10
H -4.3998 2.8355 -0.0306  0.10
C 3.9638 -1.6803 -0.4971  -0.08
C 2.5930 -1.3708 0.0689  -0.31
O 2.0999 -0.1050 -0.3692  -0.15
H 4.3486 -2.6109 -0.0753  0.08
H 4.6614 -0.8752 -0.2646  0.08
H 3.9155 -1.7964 -1.5832  0.08
H 2.6327 -1.3045 1.1557  0.09
H 1.8829 -2.1616 -0.1972  0.11
H 2.1899 -0.0504 -1.3277  0.07

Forces on the atoms, in the same order (eV/Å):
Pt -0.3 0.2 0.9
C -0.2 0.4 -0.1
C -0.1 -0.1 0.1
C 0.0 0.1 0.1
C -0.2 0.0 0.0
C 0.0 0.0 0.0
C 0.0 0.0 0.0
C 0.0 0.0 0.0
C 0.0 -0.1 -0.1
C 0.0 0.0 0.1
C 0.0 0.0 0.0
C 0.0 0.0 -0.1
C 0.1 0.0 0.0
N 0.2 -0.1 -0.5
C -0.2 0.1 0.5
C -0.2 -0.2 -0.1
C -0.1 -0.1 -0.1
C 0.0 0.0 0.1
C -0.1 0.0 0.0
N 0.1 0.5 -0.6
C 0.0 0.1 0.1
C 0.1 -0.1 0.0
C 0.0 0.0 0.0
C 0.0 -0.1 0.1
H 0.0 -0.1 0.0
H 0.4 -0.1 -0.2
H 0.0 -0.1 0.0
H 0.1 0.0 0.1
H 0.0 0.0 0.0
H 0.0 0.0 0.0
H 0.0 0.0 0.0
H 0.0 0.0 0.0
H 0.0 0.0 0.0
H 0.0 0.0 0.0
H 0.0 0.0 0.0
H 0.0 0.0 0.0
H 0.0 0.0 0.0
H 0.0 0.0 0.0
H 0.0 0.0 0.0
H 0.0 0.0 0.0
H 0.0 0.0 0.0
H 0.1 0.0 0.0
H 0.0 0.0 0.0
H 0.0 0.0 0.0
H 0.0 -0.1 0.0
H 0.0 0.0 0.0
H 0.0 -0.1 0.0
H 0.0 0.0 0.0
H 0.0 0.0 0.0
H 0.0 0.0 0.0
H 0.0 0.0 0.0
H 0.0 0.0 0.0
H 0.0 0.0 0.0
S 0.0 0.0 0.0
C -0.1 -0.2 0.1
S 0.1 -0.1 -0.1
C 0.0 0.4 -0.1
N -0.2 -0.1 0.0
N 0.0 0.1 -0.1
C 0.1 -0.1 0.1
C 0.0 0.1 -0.1
C 0.0 0.0 0.0
C 0.0 0.0 0.0
C 0.0 0.0 0.0
C 0.1 0.0 0.1
S 0.1 -0.4 0.1
H 0.0 0.0 0.1
H 0.0 0.0 0.0
H 0.0 0.0 0.0
H 0.0 0.0 0.0
H 0.0 0.0 0.0
C 0.0 0.0 0.0
C 0.0 0.1 -0.1
O 0.4 0.0 0.0
H 0.0 0.0 0.0
H 0.0 0.0 0.0
H 0.0 0.0 0.0
H 0.0 0.0 0.0
H 0.0 0.0 0.0
H 0.0 0.0 0.0